Entry 1:
114
Properties=species:S:1:pos:R:3 method="wB97M-V/def2-TZVPD" homo_energy_ev=-11.39 spin_multiplicity=1 total_energy_ev=-56300.37521 fmax_ev_per_a=2.6 charge=+1 lumo_ev=-2.56
C 1.312 -6.199 0.664
C 1.964 -4.879 0.258
C 0.882 -3.814 0.106
O 1.166 -2.977 -1.020
C 0.153 -2.079 -1.335
C -0.300 -2.232 -2.807
C -1.285 -3.434 -2.903
C -2.534 -3.243 -3.785
C -3.863 -3.129 -3.026
C -4.091 -4.264 -2.023
C -4.188 -3.756 -0.595
O -5.301 -2.897 -0.472
C -5.137 -1.798 0.396
N -0.779 -0.866 -3.171
C -0.792 0.029 -1.913
C -0.530 1.456 -2.392
C -0.793 2.590 -1.382
C 0.312 3.647 -1.482
C 0.006 4.869 -0.617
C -0.138 4.589 0.883
O -1.477 4.736 1.350
C -1.934 3.636 2.113
C -1.547 3.722 3.573
C -2.167 -0.246 -1.303
O -2.399 0.407 -0.080
O -3.346 1.445 -0.264
C 0.458 -0.572 -1.229
C 0.909 0.005 0.097
C 2.336 -0.491 0.447
C 3.401 0.636 0.433
C 4.104 0.625 1.806
C 4.487 0.401 -0.638
H 0.538 -6.039 1.410
H 0.826 -6.635 -0.210
H 2.042 -6.900 1.042
H 2.444 -4.976 -0.711
H 2.650 -4.590 1.043
H -0.080 -4.318 -0.009
H 0.848 -3.192 1.003
H -0.645 -2.224 -0.602
H 0.608 -2.516 -3.328
H -1.533 -3.760 -1.902
H -0.710 -4.242 -3.340
H -2.633 -4.131 -4.401
H -2.442 -2.413 -4.488
H -4.641 -3.208 -3.780
H -3.993 -2.163 -2.542
H -5.000 -4.822 -2.231
H -3.282 -4.992 -2.033
H -3.247 -3.254 -0.347
H -4.327 -4.605 0.075
H -5.955 -1.736 1.108
H -4.204 -1.825 0.958
H -5.144 -0.875 -0.192
H -0.004 -0.443 -3.690
H -1.555 -0.784 -3.831
H 0.515 1.532 -2.693
H -1.113 1.661 -3.295
H -1.745 3.085 -1.530
H -0.744 2.171 -0.386
H 0.417 3.978 -2.514
H 1.249 3.232 -1.110
H 0.836 5.564 -0.720
H -0.879 5.390 -0.970
H 0.462 5.331 1.412
H 0.267 3.617 1.171
H -3.019 3.651 2.056
H -1.615 2.680 1.696
H -1.793 4.691 3.997
H -0.492 3.522 3.753
H -2.108 2.983 4.142
H -2.916 0.029 -2.046
H -2.308 -1.310 -1.127
H -4.182 0.990 -0.460
H 1.268 -0.397 -1.951
H 0.209 -0.208 0.901
H 0.993 1.079 -0.027
H 2.311 -0.933 1.439
H 2.659 -1.259 -0.245
H 2.955 1.621 0.305
H 4.675 -0.301 1.864
H 3.388 0.587 2.622
H 4.778 1.466 1.927
H 4.243 -0.432 -1.294
H 4.630 1.271 -1.273
H 5.440 0.169 -0.173
O 3.701 -6.044 2.644
C 4.784 -5.911 3.150
O 5.365 -4.699 3.117
C 6.568 -4.384 3.830
C 7.806 -4.768 3.047
C 5.528 -7.083 3.744
H 6.551 -4.828 4.825
H 6.539 -3.305 3.968
H 7.857 -5.843 2.875
H 8.704 -4.465 3.584
H 7.800 -4.283 2.071
H 6.040 -7.613 2.942
H 4.800 -7.750 4.198
H 6.249 -6.813 4.512
O -3.116 9.604 -2.790
C -3.095 9.329 -1.623
O -2.793 8.065 -1.260
C -2.568 7.661 0.094
C -3.862 7.330 0.806
C -3.468 10.339 -0.562
H -1.979 8.408 0.631
H -1.958 6.768 0.030
H -4.516 8.199 0.880
H -3.658 6.964 1.812
H -4.406 6.561 0.255
H -4.553 10.361 -0.468
H -3.124 11.316 -0.891
H -3.028 10.147 0.414

Entry 2:
131
Properties=species:S:1:pos:R:3 method="wB97M-V/def2-TZVPD" smiles="CCCO[C@H](O[C@@H](Br)CCCOC)[C@H](N)B(O)O.CCOC(=O)OC.CCOC(=O)OC.CCOC(=O)OC.CCOC(=O)OC.CCOC(=O)OC.CCOC(=O)OC" homo_energy_ev=-9.31 spin_multiplicity=1 total_energy_ev=-155713.80552 fmax_ev_per_a=0.7 charge=0 lumo_ev=-0.07
C 0.742 -5.093 1.748
C 1.213 -3.789 1.104
C 1.879 -2.855 2.100
O 1.737 -1.525 1.598
C 2.153 -0.468 2.431
O 2.956 -0.923 3.495
C 2.378 -1.070 4.752
Br 3.158 -2.729 5.512
C 2.683 0.074 5.699
C 1.736 0.087 6.898
C 0.448 0.870 6.664
O -0.643 0.342 7.397
C -1.298 -0.704 6.726
C 0.905 0.343 2.803
N -0.194 -0.572 3.181
B 0.436 1.234 1.578
O 0.008 0.650 0.422
O 0.424 2.626 1.682
H 1.580 -5.782 1.843
H 0.312 -4.893 2.727
H -0.020 -5.568 1.135
H 0.352 -3.251 0.704
H 1.874 -3.989 0.262
H 2.930 -3.098 2.245
H 1.350 -2.941 3.051
H 2.817 0.157 1.830
H 1.320 -1.314 4.698
H 3.703 -0.057 6.054
H 2.674 1.016 5.150
H 1.505 -0.935 7.194
H 2.263 0.529 7.742
H 0.194 0.895 5.598
H 0.562 1.893 7.015
H -0.644 -1.567 6.574
H -2.145 -1.009 7.332
H -1.669 -0.371 5.752
H 1.106 1.031 3.621
H -0.897 -0.098 3.730
H -0.607 -0.988 2.359
H 0.166 1.212 -0.340
H -0.473 2.925 1.515
C -3.423 0.122 -2.387
C -1.966 0.308 -2.750
O -1.757 0.308 -4.170
C -2.073 1.441 -4.792
O -2.470 2.452 -4.270
O -1.871 1.274 -6.095
C -2.216 2.410 -6.898
H -3.815 -0.785 -2.849
H -3.529 0.037 -1.306
H -4.022 0.965 -2.727
H -1.373 -0.526 -2.381
H -1.563 1.227 -2.325
H -1.702 3.301 -6.547
H -3.293 2.575 -6.880
H -1.895 2.168 -7.906
C 2.710 3.168 -1.294
C 2.482 4.366 -0.397
O 3.721 4.949 0.039
C 4.349 5.699 -0.863
O 3.962 5.948 -1.975
O 5.483 6.140 -0.317
C 6.302 6.904 -1.207
H 3.344 2.433 -0.796
H 1.754 2.702 -1.541
H 3.192 3.457 -2.226
H 1.973 4.061 0.514
H 1.873 5.123 -0.892
H 5.743 7.727 -1.644
H 6.699 6.266 -1.995
H 7.123 7.300 -0.617
C -4.966 -8.989 0.418
C -3.465 -8.944 0.597
O -3.015 -7.654 1.048
C -3.199 -7.405 2.343
O -3.660 -8.163 3.156
O -2.752 -6.174 2.593
C -2.909 -5.750 3.950
H -5.292 -8.194 -0.254
H -5.260 -9.948 -0.008
H -5.478 -8.865 1.371
H -2.959 -9.092 -0.354
H -3.119 -9.709 1.291
H -2.471 -6.472 4.635
H -3.963 -5.611 4.184
H -2.385 -4.801 4.026
C 4.572 -10.599 -1.062
C 4.515 -11.086 0.369
O 3.819 -10.163 1.224
C 2.492 -10.196 1.137
O 1.841 -10.937 0.446
O 2.001 -9.261 1.949
C 0.576 -9.150 1.928
H 5.011 -9.602 -1.106
H 5.181 -11.275 -1.661
H 3.576 -10.555 -1.500
H 5.514 -11.149 0.794
H 4.049 -12.068 0.442
H 0.108 -10.111 2.131
H 0.241 -8.770 0.963
H 0.313 -8.441 2.707
C -9.412 3.495 -8.415
C -8.012 3.161 -8.882
O -7.023 3.490 -7.892
C -6.917 2.627 -6.884
O -7.537 1.605 -6.754
O -5.999 3.093 -6.037
C -5.799 2.283 -4.874
H -9.474 4.542 -8.120
H -10.124 3.317 -9.221
H -9.697 2.880 -7.563
H -7.742 3.761 -9.748
H -7.918 2.110 -9.151
H -5.573 1.256 -5.157
H -6.684 2.303 -4.239
H -4.953 2.712 -4.348
C 3.462 9.421 -1.200
C 4.168 9.735 0.100
O 4.967 10.926 0.006
C 4.292 12.071 0.065
O 3.106 12.192 0.225
O 5.161 13.071 -0.086
C 4.569 14.372 -0.086
H 4.178 9.366 -2.021
H 2.944 8.464 -1.128
H 2.731 10.189 -1.449
H 4.870 8.941 0.351
H 3.466 9.828 0.927
H 3.966 14.523 0.806
H 3.954 14.508 -0.974
H 5.396 15.075 -0.099

Entry 3:
108
Properties=species:S:1:pos:R:3 method="wB97M-V/def2-TZVPD" homo_energy_ev=-1.64 spin_multiplicity=1 total_energy_ev=-50994.10891 fmax_ev_per_a=0.8 charge=-1 lumo_ev=2.12
C 7.953 -1.053 1.484
C 7.294 -0.909 0.462
C 6.668 -0.706 -0.788
C 6.037 -1.953 -1.417
C 5.839 -3.191 -0.539
C 4.756 -2.954 0.523
Cl 5.205 -3.609 2.143
O 5.556 0.288 -0.687
C 5.960 1.535 -0.179
C 5.377 1.779 1.220
C 3.988 2.444 1.265
C 3.084 2.106 0.078
H 8.516 -1.379 2.324
H 5.037 -1.642 -1.748
H 6.561 -2.247 -2.334
H 5.479 -3.999 -1.194
H 6.757 -3.564 -0.090
H 3.813 -3.411 0.239
H 4.645 -1.880 0.661
H 5.583 2.307 -0.867
H 7.047 1.628 -0.175
H 5.291 0.794 1.683
H 6.083 2.332 1.847
H 3.486 2.096 2.172
H 4.065 3.533 1.334
H 3.408 2.657 -0.808
H 2.040 2.376 0.260
H 3.113 1.048 -0.184
C -0.454 6.938 -1.891
C -0.442 6.255 -3.255
C -1.414 5.081 -3.356
C -1.129 3.930 -2.390
C 0.259 3.307 -2.501
C 0.528 2.669 -3.860
H -0.143 6.257 -1.097
H 0.228 7.789 -1.876
H -1.454 7.305 -1.649
H 0.573 5.924 -3.489
H -0.706 6.990 -4.022
H -1.411 4.705 -4.383
H -2.431 5.446 -3.173
H -1.876 3.145 -2.555
H -1.277 4.272 -1.361
H 0.349 2.539 -1.729
H 1.038 4.044 -2.286
H -0.215 1.900 -4.080
H 1.511 2.197 -3.875
H 0.505 3.403 -4.668
C -8.552 3.648 -1.917
C -7.656 4.341 -0.894
C -6.304 4.769 -1.460
C -5.426 3.623 -1.965
C -5.111 2.548 -0.926
C -4.332 3.075 0.275
H -8.104 2.723 -2.283
H -9.518 3.393 -1.478
H -8.735 4.298 -2.775
H -7.512 3.685 -0.031
H -8.171 5.230 -0.518
H -5.763 5.334 -0.695
H -6.470 5.469 -2.286
H -4.484 4.044 -2.333
H -5.901 3.152 -2.831
H -4.523 1.764 -1.413
H -6.033 2.067 -0.586
H -3.393 3.528 -0.049
H -4.093 2.265 0.966
H -4.896 3.825 0.832
C 1.434 -7.757 5.974
C 2.207 -7.388 4.710
C 2.805 -5.983 4.747
C 1.783 -4.852 4.864
C 0.732 -4.819 3.755
C 1.337 -4.620 2.369
H 0.576 -7.100 6.127
H 1.056 -8.780 5.916
H 2.075 -7.686 6.855
H 1.555 -7.497 3.839
H 3.020 -8.106 4.572
H 3.413 -5.830 3.853
H 3.497 -5.914 5.593
H 2.325 -3.901 4.866
H 1.275 -4.910 5.833
H 0.036 -4.001 3.962
H 0.135 -5.736 3.769
H 1.916 -3.696 2.329
H 0.558 -4.565 1.607
H 2.003 -5.441 2.099
C -2.672 -4.542 -0.217
C -1.797 -3.331 0.095
C -2.596 -2.074 0.435
C -3.500 -1.562 -0.689
C -2.777 -1.250 -1.999
C -1.731 -0.148 -1.865
H -3.298 -4.373 -1.096
H -2.058 -5.421 -0.417
H -3.328 -4.775 0.625
H -1.128 -3.136 -0.746
H -1.153 -3.570 0.945
H -1.901 -1.284 0.733
H -3.216 -2.274 1.315
H -4.009 -0.657 -0.341
H -4.290 -2.293 -0.885
H -3.523 -0.943 -2.739
H -2.309 -2.154 -2.398
H -2.186 0.777 -1.501
H -1.272 0.064 -2.831
H -0.931 -0.426 -1.177

Entry 4:
127
Properties=species:S:1:pos:R:3 method="wB97M-V/def2-TZVPD" homo_energy_ev=-8.17 spin_multiplicity=1 total_energy_ev=-108231.04817 fmax_ev_per_a=8.2 charge=0 lumo_ev=-0.80
C -2.046 3.724 -1.214
C -1.748 3.639 -2.708
O -0.902 4.319 -3.180
O -2.472 2.820 -3.526
C -2.455 1.449 -3.086
C -2.633 0.571 -4.324
C -1.428 0.585 -5.325
C -0.050 0.886 -4.693
C 0.506 -0.410 -4.008
C 1.157 -0.192 -2.661
C 2.142 0.659 -2.392
C 2.716 1.553 -3.446
I 3.666 0.766 -5.180
C 2.586 2.855 -3.277
C 1.884 3.488 -2.099
I 3.370 4.260 -4.698
C 2.749 0.759 -0.989
O 3.866 1.138 -0.851
C 1.886 0.316 0.154
C 0.924 -0.543 -0.096
C 0.672 -1.055 -1.493
O 0.147 -2.100 -1.684
H -3.117 3.791 -0.985
H -1.598 4.661 -0.865
H -1.573 2.910 -0.645
H -1.526 1.204 -2.542
H -3.276 1.234 -2.380
H -2.885 -0.451 -4.004
H -3.510 0.938 -4.879
H -1.358 -0.428 -5.756
H -1.621 1.241 -6.185
H -0.025 1.778 -4.057
H 0.627 1.104 -5.535
H -0.360 -1.069 -3.827
H 1.138 -0.975 -4.709
H 1.469 4.476 -2.315
H 1.088 2.847 -1.691
H 2.629 3.594 -1.295
H 2.118 0.712 1.145
H 0.284 -0.875 0.723
O 3.639 2.107 2.619
P 4.098 3.340 3.374
N 2.539 3.762 4.018
C 2.096 5.077 4.443
C 1.929 2.745 4.871
N 4.429 4.295 1.971
C 3.757 5.550 1.690
C 4.632 3.570 0.719
N 4.929 4.533 4.368
C 6.302 4.877 3.920
C 5.093 4.048 5.764
H 2.537 5.401 5.396
H 1.011 5.076 4.577
H 2.286 5.849 3.705
H 2.362 2.732 5.882
H 2.052 1.747 4.447
H 0.853 2.912 4.968
H 2.687 5.409 1.492
H 4.199 6.034 0.816
H 3.894 6.268 2.502
H 3.687 3.247 0.284
H 5.259 2.696 0.870
H 5.152 4.195 -0.013
H 6.927 3.988 3.807
H 6.774 5.543 4.645
H 6.302 5.418 2.979
H 5.641 3.103 5.803
H 4.128 3.901 6.250
H 5.627 4.785 6.364
O -1.751 0.169 3.673
P -1.304 -0.184 5.078
N -0.138 -1.384 4.620
C 0.346 -2.490 5.426
C 0.942 -0.890 3.770
N -2.785 -0.951 5.545
C -2.862 -2.341 5.955
C -3.973 -0.620 4.764
N -0.785 -0.192 6.761
C -1.748 0.406 7.719
C 0.467 0.591 6.939
H 1.033 -2.181 6.226
H 0.888 -3.197 4.794
H -0.453 -3.071 5.875
H 1.700 -0.338 4.341
H 0.563 -0.222 2.996
H 1.442 -1.711 3.251
H -2.625 -3.027 5.132
H -3.867 -2.580 6.312
H -2.211 -2.543 6.808
H -4.002 -1.157 3.808
H -4.022 0.448 4.561
H -4.879 -0.868 5.324
H -2.038 1.418 7.425
H -1.304 0.449 8.716
H -2.648 -0.192 7.823
H 0.349 1.624 6.602
H 1.296 0.147 6.386
H 0.768 0.598 7.986
O -2.134 -3.569 -6.719
P -2.632 -4.457 -5.591
N -1.495 -5.735 -5.904
C -1.650 -7.143 -5.590
C -0.089 -5.358 -5.754
N -4.136 -4.839 -6.367
C -4.513 -6.185 -6.751
C -4.603 -3.908 -7.390
N -3.206 -5.247 -4.128
C -4.523 -4.783 -3.624
C -2.279 -5.001 -2.991
H -1.549 -7.366 -4.518
H -0.884 -7.724 -6.110
H -2.593 -7.555 -5.931
H 0.220 -5.315 -4.701
H 0.108 -4.382 -6.196
H 0.562 -6.068 -6.267
H -3.865 -6.584 -7.542
H -5.542 -6.205 -7.118
H -4.513 -6.861 -5.894
H -4.081 -4.049 -8.344
H -4.469 -2.876 -7.071
H -5.676 -4.039 -7.564
H -4.547 -3.698 -3.492
H -4.741 -5.254 -2.664
H -5.337 -5.066 -4.284
H -2.157 -3.931 -2.803
H -1.292 -5.425 -3.179
H -2.643 -5.476 -2.080

Question: Which of these has the highest charge?
Answer: C34H70NO9